# 1
C31H53BrN2O11P2 | ωB97M-V/def2-TZVPD

Last column: Löwdin charge in e.
Cartesian coordinates (Å):
C (7.849, -2.493, 1.466)  -0.109
C (7.518, -3.097, -0.022)  -0.202
C (5.953, -2.977, -0.375)  -0.196
N (5.557, -1.760, -1.155)  0.030
C (6.444, -0.621, -0.951)  -0.091
C (6.318, 0.326, 0.310)  -0.034
C (5.161, -0.090, 1.361)  -0.122
C (3.733, 0.267, 0.684)  -0.158
C (3.613, 1.373, -0.417)  -0.022
C (2.202, 1.656, -1.048)  -0.056
C (0.961, 0.840, -0.536)  -0.077
C (1.085, -0.257, 0.568)  -0.064
C (2.491, -0.557, 1.166)  -0.033
C (7.253, 1.578, 0.535)  -0.021
C (7.126, 2.528, 1.812)  -0.182
C (8.511, 2.835, 2.578)  -0.679
C (9.643, 1.708, 2.410)  -0.137
Br (9.163, 4.687, 2.139)  0.614
C (8.318, 1.817, -0.618)  -0.128
O (9.224, 2.918, -0.617)  -0.055
C (8.391, 0.807, -1.816)  0.112
N (7.489, -0.339, -1.935)  0.075
C (7.706, -1.193, -3.166)  -0.561
O (6.758, -1.126, -4.036)  -0.039
O (8.819, -1.976, -3.364)  -0.116
H (8.197, -1.403, 1.434)  0.050
H (8.628, -3.166, 1.968)  0.075
H (6.856, -2.616, 2.055)  0.068
H (7.738, -4.233, 0.078)  0.115
H (8.230, -2.712, -0.829)  0.099
H (5.701, -3.891, -1.044)  0.135
H (5.290, -3.074, 0.555)  0.103
H (5.375, -1.955, -2.150)  0.122
H (5.167, -1.228, 1.582)  0.089
H (5.257, 0.440, 2.369)  0.108
H (4.505, 1.972, -0.805)  0.090
H (2.118, 2.447, -1.865)  0.085
H (-0.049, 1.105, -1.027)  0.087
H (0.133, -0.822, 0.880)  0.087
H (2.621, -1.372, 1.954)  0.092
H (6.380, 2.158, 2.606)  0.112
H (6.705, 3.548, 1.450)  0.115
H (8.256, 2.878, 3.708)  0.096
H (9.226, 0.650, 2.234)  0.076
H (10.357, 1.662, 3.303)  0.086
H (10.284, 2.001, 1.496)  0.075
H (9.323, 3.301, -1.518)  0.125
H (9.196, 1.024, -2.613)  0.158
O (-3.162, -1.800, 1.378)  -0.236
P (-4.179, -2.943, 1.504)  0.709
O (-5.122, -2.445, 0.238)  -0.253
C (-4.640, -2.654, -1.081)  -0.303
C (-4.680, -4.122, -1.462)  -0.077
O (-5.071, -2.253, 2.723)  -0.222
C (-4.490, -1.279, 3.582)  -0.298
C (-4.713, 0.126, 3.047)  -0.075
O (-5.277, -4.259, 1.640)  -0.200
C (-4.681, -5.527, 1.910)  -0.309
C (-3.829, -5.513, 3.166)  -0.084
H (-3.628, -2.252, -1.183)  0.110
H (-5.291, -2.089, -1.754)  0.109
H (-3.911, -4.680, -0.920)  0.060
H (-4.493, -4.251, -2.531)  0.082
H (-5.646, -4.567, -1.214)  0.088
H (-3.429, -1.487, 3.740)  0.103
H (-4.974, -1.372, 4.559)  0.116
H (-4.465, 0.215, 1.987)  0.059
H (-4.116, 0.851, 3.607)  0.079
H (-5.767, 0.402, 3.142)  0.077
H (-4.082, -5.836, 1.049)  0.100
H (-5.493, -6.250, 2.025)  0.125
H (-2.967, -4.846, 3.052)  0.069
H (-3.452, -6.515, 3.384)  0.083
H (-4.405, -5.154, 4.022)  0.088
O (-8.754, 3.863, -1.690)  -0.233
P (-7.445, 3.077, -1.832)  0.701
O (-6.474, 4.383, -2.142)  -0.230
C (-6.148, 5.250, -1.067)  -0.301
C (-5.179, 4.598, -0.098)  -0.084
O (-7.688, 2.593, -3.402)  -0.225
C (-9.000, 2.548, -3.950)  -0.304
C (-9.355, 3.861, -4.629)  -0.078
O (-6.022, 2.116, -1.908)  -0.200
C (-5.925, 1.089, -0.922)  -0.304
C (-7.113, 0.146, -0.946)  -0.079
H (-7.058, 5.572, -0.551)  0.108
H (-5.682, 6.138, -1.502)  0.119
H (-5.679, 3.813, 0.476)  0.059
H (-4.788, 5.332, 0.612)  0.078
H (-4.343, 4.137, -0.628)  0.085
H (-9.731, 2.282, -3.181)  0.102
H (-9.020, 1.744, -4.691)  0.114
H (-9.126, 4.729, -4.008)  0.071
H (-10.417, 3.886, -4.887)  0.076
H (-8.775, 3.976, -5.549)  0.075
H (-5.822, 1.546, 0.066)  0.095
H (-5.008, 0.529, -1.124)  0.120
H (-8.039, 0.669, -0.679)  0.072
H (-6.970, -0.668, -0.232)  0.073
H (-7.256, -0.274, -1.944)  0.087

## Properties
HOMO   -8.64 eV
E_LUMO   -0.0743 hartree



# 2
C14H27N5O6Tb | ωB97M-V/def2-TZVPD

Last column: Mulliken spin population.
Cartesian coordinates (Å):
Tb (-13.692, 0.467, 5.853)  5.987
O (-11.356, 1.368, 5.445)  0.001
C (-11.145, 2.302, 4.271)  0.002
C (-12.477, 2.980, 4.025)  0.001
N (-13.644, 2.004, 3.866)  -0.004
C (-13.420, 1.080, 2.697)  -0.002
C (-12.394, -0.073, 3.097)  0.004
O (-11.422, -0.363, 2.447)  -0.001
O (-12.804, -0.696, 4.164)  0.005
C (-14.962, 2.701, 3.808)  0.002
C (-15.836, 2.410, 5.037)  -0.007
O (-15.644, 1.211, 5.600)  0.014
O (-16.654, 3.193, 5.420)  0.001
H (-10.872, 0.527, 5.289)  0.001
H (-10.793, 1.691, 3.436)  0.000
H (-10.351, 3.015, 4.645)  0.000
H (-12.393, 3.606, 3.148)  0.000
H (-12.687, 3.627, 4.862)  -0.002
H (-13.114, 1.655, 1.810)  -0.001
H (-14.405, 0.605, 2.576)  0.001
H (-15.500, 2.365, 2.890)  0.000
H (-14.775, 3.742, 3.769)  0.000
C (-14.986, -0.146, 10.628)  0.000
N (-13.530, 0.108, 10.444)  0.001
C (-12.738, 0.845, 11.471)  0.000
C (-13.233, 0.363, 9.195)  -0.010
N (-12.907, 0.507, 8.108)  0.008
H (-15.567, 0.591, 10.151)  0.000
H (-15.165, -0.258, 11.715)  0.000
H (-15.192, -1.076, 10.146)  0.000
H (-13.105, 1.892, 11.538)  0.000
H (-11.708, 0.836, 11.155)  0.000
H (-12.755, 0.305, 12.381)  0.000
C (-12.210, -2.650, 6.638)  -0.002
N (-13.405, -3.162, 7.267)  0.000
C (-13.301, -3.825, 8.607)  0.000
C (-14.577, -2.570, 6.975)  -0.006
O (-14.598, -1.418, 6.479)  0.007
N (-15.721, -3.183, 7.237)  -0.001
C (-16.926, -2.424, 7.156)  0.000
C (-15.911, -4.602, 7.343)  0.000
H (-11.445, -3.370, 6.542)  0.000
H (-11.807, -1.800, 7.167)  0.000
H (-12.437, -2.412, 5.590)  0.001
H (-12.351, -3.652, 9.115)  0.000
H (-13.403, -4.921, 8.638)  0.000
H (-14.029, -3.421, 9.295)  0.000
H (-16.728, -1.363, 7.088)  -0.001
H (-17.513, -2.553, 8.063)  0.000
H (-17.463, -2.689, 6.218)  0.000
H (-14.971, -5.069, 7.324)  0.000
H (-16.530, -4.969, 6.509)  0.000
H (-16.406, -4.971, 8.305)  0.000

## Properties
2S+1   7
Total charge   +1
ΔE to the lowest compared entry with this formula, charge and spin   0.264 eV
HOMO (spin up / spin down)   -12.13 / -12.14 eV
E_LUMO (spin up / spin down)   -0.0891 / -0.0876 hartree
Expectation value of S²   12.6801



# 3
C3H8N3O | ωB97M-V/def2-TZVPD

Last column: natural (NBO) charge in e.
Cartesian coordinates (Å):
C (-1.494, -0.841, 0.750)  -0.485
C (-1.180, -0.997, -0.739)  -0.456
C (-0.963, 0.243, 0.014)  0.493
N (2.466, -0.158, -0.311)  0.221
N (1.488, 0.254, 0.350)  -0.521
N (-0.882, 1.520, 0.011)  -0.641
O (3.616, 0.242, -0.234)  -0.359
H (-2.610, -0.650, 1.242)  0.295
H (-0.923, -1.261, 1.559)  0.289
H (-0.174, -1.601, -0.885)  0.272
H (-2.002, -1.201, -1.502)  0.299
H (1.811, 1.126, 0.799)  0.353
H (-0.820, 2.145, 0.877)  0.447
H (-0.492, 1.973, -0.828)  0.430
H (2.161, -0.794, -1.102)  0.362

## Properties
Total charge   +1
ΔE to the lowest compared entry with this formula, charge and spin   6.027 eV
HOMO   -14.45 eV
E_LUMO   -0.1728 hartree



# 4
C38H114N12O11P4S7 | ωB97M-V/def2-TZVPD

Last column: Löwdin charge in e.
Cartesian coordinates (Å):
O (-1.682, 4.121, -10.559)  -0.308
P (-0.932, 2.995, -11.174)  0.624
N (-0.336, 3.159, -12.759)  -0.311
C (-1.330, 3.365, -13.919)  -0.084
C (0.938, 3.778, -13.154)  -0.109
N (-1.862, 1.536, -11.120)  -0.292
C (-3.206, 1.416, -10.470)  -0.095
C (-1.468, 0.331, -11.884)  -0.134
N (0.577, 2.637, -10.291)  -0.314
C (1.482, 1.676, -10.796)  -0.188
C (0.872, 3.108, -8.965)  -0.117
H (-2.284, 2.954, -13.592)  0.065
H (-1.106, 2.769, -14.804)  0.076
H (-1.537, 4.394, -14.213)  0.077
H (1.597, 3.853, -12.290)  0.064
H (0.622, 4.778, -13.451)  0.086
H (1.437, 3.066, -13.812)  0.088
H (-2.957, 1.614, -9.428)  0.066
H (-3.875, 2.245, -10.699)  0.072
H (-3.667, 0.429, -10.514)  0.079
H (-1.052, -0.423, -11.215)  0.076
H (-2.271, -0.178, -12.417)  0.074
H (-0.758, 0.610, -12.663)  0.055
H (1.698, 0.817, -10.162)  0.084
H (1.135, 1.286, -11.753)  0.056
H (2.460, 2.029, -11.123)  0.074
H (1.798, 2.701, -8.557)  0.083
H (0.007, 2.842, -8.357)  0.076
H (0.953, 4.195, -8.954)  0.077
O (0.651, 1.813, 0.199)  -0.326
P (0.014, 0.451, 0.448)  0.636
N (0.811, -0.807, -0.403)  -0.333
C (0.316, -2.118, -0.628)  -0.155
C (2.088, -0.522, -1.064)  -0.117
N (-1.604, 0.315, -0.067)  -0.303
C (-1.951, 0.246, -1.512)  -0.107
C (-2.648, 0.954, 0.818)  -0.092
N (0.153, -0.174, 2.093)  -0.328
C (1.396, 0.050, 2.800)  -0.131
C (-0.563, -1.437, 2.565)  -0.087
H (-0.707, -2.356, -0.335)  0.080
H (0.978, -2.738, -0.023)  0.077
H (0.437, -2.376, -1.681)  0.082
H (2.795, -1.349, -1.131)  0.082
H (2.522, 0.339, -0.555)  0.063
H (1.946, -0.104, -2.060)  0.075
H (-1.156, -0.170, -2.131)  0.072
H (-2.794, -0.383, -1.797)  0.074
H (-2.271, 1.211, -1.907)  0.078
H (-3.607, 0.544, 0.500)  0.077
H (-2.467, 0.837, 1.886)  0.068
H (-2.644, 2.015, 0.569)  0.075
H (2.207, -0.198, 2.115)  0.070
H (1.334, 1.112, 3.039)  0.081
H (1.453, -0.616, 3.661)  0.079
H (0.069, -2.268, 2.252)  0.068
H (-1.571, -1.393, 2.153)  0.062
H (-0.649, -1.403, 3.651)  0.075
O (9.750, 8.400, 1.937)  -0.272
P (10.539, 7.305, 1.386)  0.566
N (9.668, 5.968, 0.841)  -0.290
C (10.250, 4.778, 0.158)  -0.116
C (8.364, 5.584, 1.477)  -0.093
N (11.759, 6.705, 2.437)  -0.303
C (11.848, 7.208, 3.773)  -0.135
C (12.716, 5.675, 2.087)  -0.131
N (11.471, 7.753, -0.043)  -0.300
C (12.715, 8.528, 0.072)  -0.126
C (10.790, 8.069, -1.333)  -0.108
H (11.084, 5.100, -0.466)  0.069
H (9.477, 4.121, -0.239)  0.075
H (10.668, 4.081, 0.884)  0.060
H (7.642, 6.384, 1.316)  0.079
H (8.559, 5.395, 2.533)  0.074
H (7.924, 4.632, 1.177)  0.073
H (12.716, 6.849, 4.326)  0.076
H (12.031, 8.282, 3.793)  0.080
H (10.975, 6.911, 4.353)  0.081
H (12.371, 4.689, 2.398)  0.071
H (13.015, 5.590, 1.042)  0.071
H (13.614, 5.826, 2.687)  0.076
H (12.810, 9.174, 0.945)  0.076
H (13.474, 7.747, 0.099)  0.063
H (12.938, 9.154, -0.791)  0.072
H (9.942, 8.717, -1.111)  0.077
H (10.312, 7.164, -1.707)  0.057
H (11.493, 8.368, -2.111)  0.077
O (-8.876, -3.457, 2.983)  -0.321
P (-9.087, -4.486, 4.069)  0.657
N (-7.825, -5.631, 4.202)  -0.311
C (-7.232, -6.122, 5.479)  -0.107
C (-7.197, -6.182, 3.016)  -0.123
N (-10.492, -5.445, 3.776)  -0.339
C (-11.752, -4.743, 3.407)  -0.073
C (-10.638, -6.697, 4.370)  -0.165
N (-9.396, -3.798, 5.683)  -0.309
C (-9.901, -4.579, 6.840)  -0.108
C (-9.603, -2.380, 5.881)  -0.144
H (-6.337, -6.740, 5.405)  0.081
H (-7.921, -6.850, 5.907)  0.058
H (-7.079, -5.412, 6.292)  0.075
H (-6.207, -5.734, 2.929)  0.084
H (-7.724, -5.735, 2.173)  0.074
H (-7.179, -7.272, 3.003)  0.083
H (-12.070, -4.495, 4.420)  0.073
H (-11.674, -3.966, 2.647)  0.085
H (-12.471, -5.482, 3.055)  0.072
H (-10.771, -6.704, 5.452)  0.068
H (-11.527, -7.098, 3.884)  0.084
H (-9.798, -7.318, 4.058)  0.080
H (-10.976, -4.647, 6.677)  0.077
H (-9.450, -5.558, 6.681)  0.035
H (-9.506, -4.235, 7.796)  0.089
H (-9.116, -2.004, 6.781)  0.077
H (-10.676, -2.194, 5.934)  0.076
H (-9.251, -1.791, 5.034)  0.071
C (-9.648, 4.788, -3.130)  -0.297
S (-10.089, 4.989, -4.850)  0.843
O (-11.315, 4.114, -5.034)  -0.586
C (-10.973, 6.598, -4.616)  -0.260
H (-8.733, 5.316, -2.864)  0.050
H (-9.429, 3.787, -2.757)  0.057
H (-10.481, 5.154, -2.530)  0.048
H (-10.246, 7.353, -4.316)  0.043
H (-11.662, 6.626, -3.771)  0.051
H (-11.547, 6.875, -5.500)  0.051
C (-7.912, -3.448, -4.541)  -0.265
S (-7.305, -4.902, -5.477)  0.807
O (-8.030, -5.014, -6.809)  -0.576
C (-5.486, -4.428, -5.776)  -0.234
H (-7.207, -3.274, -3.727)  0.046
H (-8.902, -3.691, -4.155)  0.047
H (-7.899, -2.592, -5.216)  0.051
H (-5.528, -3.431, -6.216)  0.039
H (-5.105, -5.079, -6.562)  0.040
H (-4.786, -4.539, -4.948)  0.045
C (-1.898, 7.046, 5.680)  -0.266
S (-3.657, 7.510, 5.878)  0.861
O (-3.719, 8.862, 6.607)  -0.596
C (-4.074, 8.064, 4.160)  -0.249
H (-1.919, 5.982, 5.913)  0.026
H (-1.202, 7.493, 6.389)  0.059
H (-1.572, 6.930, 4.646)  0.042
H (-4.192, 9.135, 3.993)  0.057
H (-5.042, 7.590, 3.996)  0.029
H (-3.388, 7.687, 3.401)  0.037
C (-1.393, -12.009, -3.620)  -0.278
S (-0.302, -10.777, -2.900)  0.830
O (-0.694, -9.485, -3.680)  -0.591
C (-0.974, -10.616, -1.224)  -0.268
H (-2.333, -11.461, -3.678)  0.053
H (-1.391, -12.929, -3.036)  0.055
H (-1.113, -12.197, -4.657)  0.053
H (-1.971, -11.055, -1.198)  0.046
H (-0.955, -9.606, -0.815)  0.057
H (-0.332, -11.161, -0.532)  0.042
C (11.235, -0.277, 11.019)  -0.243
S (9.855, -1.226, 10.130)  0.838
O (8.572, -0.806, 10.843)  -0.593
C (9.920, -0.196, 8.617)  -0.272
H (11.338, -0.560, 12.067)  0.046
H (11.086, 0.802, 10.990)  0.045
H (12.150, -0.492, 10.467)  0.039
H (10.028, 0.827, 8.979)  0.042
H (9.040, -0.241, 7.975)  0.054
H (10.795, -0.532, 8.061)  0.044
C (10.149, -8.964, 0.794)  -0.250
S (8.450, -9.512, 0.222)  0.818
O (7.898, -10.476, 1.235)  -0.576
C (7.547, -7.956, 0.552)  -0.261
H (10.880, -9.731, 0.537)  0.045
H (10.064, -8.595, 1.816)  0.051
H (10.399, -8.003, 0.345)  0.035
H (8.212, -7.095, 0.486)  0.044
H (7.189, -8.020, 1.579)  0.051
H (6.644, -8.022, -0.055)  0.043
C (-1.702, 1.013, 10.493)  -0.272
S (-1.149, -0.455, 11.457)  0.833
O (-1.014, -1.625, 10.452)  -0.588
C (0.581, 0.212, 11.801)  -0.246
H (-1.026, 1.314, 9.694)  0.053
H (-1.789, 1.843, 11.194)  0.046
H (-2.669, 0.664, 10.130)  0.041
H (0.616, 1.100, 12.431)  0.048
H (0.962, 0.395, 10.796)  0.042
H (1.176, -0.579, 12.257)  0.042

## Properties
ΔE to the lowest compared entry with this formula, charge and spin   8.502 eV
HOMO   -8.10 eV
E_LUMO   0.0099 hartree



# 5
C5H7N | ωB97M-V/def2-TZVPD

Last column: natural (NBO) charge in e.
Cartesian coordinates (Å):
C (-1.350, -0.883, -1.067)  -0.624
C (-0.467, -0.035, -0.192)  -0.099
C (-0.072, -0.388, 1.124)  -0.303
C (1.095, 0.265, 1.413)  -0.073
N (1.365, 1.113, 0.374)  -0.508
C (0.394, 0.960, -0.585)  -0.081
H (-2.417, -0.659, -1.082)  0.212
H (-0.985, -0.850, -2.095)  0.216
H (-1.238, -1.922, -0.741)  0.217
H (-0.658, -0.982, 1.803)  0.218
H (1.819, 0.074, 2.184)  0.209
H (2.190, 1.675, 0.282)  0.410
H (0.325, 1.633, -1.419)  0.206

## Properties
Structure (SMILES)   Cc1cc[nH]c1
ΔE to the lowest compared entry with this formula, charge and spin   0.482 eV
HOMO   -8.05 eV
E_LUMO   0.0402 hartree



# 6
C2H13NO4 | ωB97M-V/def2-TZVPD

Last column: natural (NBO) charge in e.
Cartesian coordinates (Å):
C (0.809, 0.314, 1.597)  -0.083
N (-0.321, -0.029, 1.111)  -0.406
C (-0.824, -1.408, 1.393)  -0.457
H (1.194, 1.347, 1.744)  0.185
H (1.403, -0.407, 2.240)  0.131
H (-0.273, -2.072, 2.045)  0.192
H (-1.043, -1.810, 0.352)  0.229
H (-1.716, -1.225, 2.164)  0.206
O (1.288, -0.515, -2.354)  -0.932
H (1.553, -0.161, -1.617)  0.456
H (1.802, -0.093, -3.067)  0.477
O (-0.285, 2.567, -1.798)  -0.914
H (-0.944, 2.423, -1.230)  0.460
H (-0.831, 2.876, -2.486)  0.452
O (1.260, -3.406, -0.761)  -0.931
H (0.987, -2.644, -1.252)  0.474
H (2.139, -3.083, -0.606)  0.457
O (-1.990, 2.834, 0.754)  -0.944
H (-1.699, 2.391, 1.535)  0.477
H (-2.509, 2.103, 0.237)  0.470

## Properties
Structure (SMILES)   C=NC.O.O.O.O
ΔE to the lowest compared entry with this formula, charge and spin   3.020 eV
HOMO   -10.05 eV
E_LUMO   0.0227 hartree



Computed E (eV) in order:
-147117.06544 -57124.14326 -9746.43651 -194652.03050 -6788.03092 -11962.44661